[1]
Molecular formula: C4H4BrCl3
Method: DFT, wB97M-V/def2-TZVPD

Energy relative to the best compared isomer or geometry (same formula, charge and spin), kJ/mol: 237.7
Largest force on an atom, eV/Å: 3.0
E, a.u.: -4109.26191
Charge: 0

Each line ends with the Löwdin charge.
CARTESIAN COORDINATES (ANGSTROEM)
C 1.83613 -0.86435 -0.40254  -0.617
C 1.18199 0.18994 0.38573  -0.881
C 1.74718 1.70994 0.29697  -1.124
C -0.32175 0.09014 0.39701  -0.140
Cl 1.72100 -0.04110 2.25563  0.504
Cl 0.92696 2.74210 -0.85748  0.600
Cl 3.40398 1.85356 0.28582  0.622
Br 3.65108 -1.11226 -0.58312  0.737
H 1.28232 -1.20526 -1.31210  0.073
H -0.80987 0.69981 -0.41413  0.083
H -0.54775 0.05843 1.46778  0.055
H -0.63733 -0.89951 -0.00911  0.088

=====

[2]
Molecular formula: H12O6
Method: DFT, wB97M-V/def2-TZVPD

Energy relative to the best compared isomer or geometry (same formula, charge and spin), kJ/mol: 109.6
Largest force on an atom, eV/Å: 0.5
E, a.u.: -458.63073
SMILES: O.O.O.O.O.O
Charge: 0

Each line ends with the Löwdin charge.
CARTESIAN COORDINATES (ANGSTROEM)
O 1.09349 1.72657 2.04101  -0.072
H 0.16246 1.97323 2.05019  0.003
H 1.09797 0.85474 1.61688  -0.011
O -1.86569 2.13339 0.67718  -0.063
H -1.88175 1.79216 -0.23696  -0.002
H -2.76481 2.43282 0.85048  0.038
O 3.50309 0.26568 -0.11851  -0.069
H 2.57570 -0.00674 -0.01955  -0.013
H 3.88479 -0.38232 -0.71881  0.026
O 0.62688 -0.45614 0.19775  -0.055
H 0.09751 0.14214 -0.36288  0.037
H 0.17595 -1.30822 0.12988  0.015
O -0.37869 -3.23180 -0.22876  -0.051
H -0.87839 -3.00207 0.56662  0.051
H -0.74952 -4.07102 -0.52318  0.050
O -1.50733 0.51020 -1.60721  -0.039
H -1.08937 0.82192 -2.42224  0.080
H -2.10230 -0.19455 -1.89189  0.074

=====

[3]
Molecular formula: C32H39LuN5S
Method: DFT, wB97M-V/def2-TZVPD

Energy relative to the best compared isomer or geometry (same formula, charge and spin), kJ/mol: 95.4
Largest force on an atom, eV/Å: 8.3
E, a.u.: -3149.89997
Charge: -1

Each line ends with the Löwdin charge.
CARTESIAN COORDINATES (ANGSTROEM)
Lu -0.30195 -0.68341 -0.26692  1.462
N 0.72495 -3.40696 3.36393  0.017
N -0.95699 -2.59786 -2.41423  -0.037
C 0.60408 1.84400 -0.39020  -0.339
C 1.66489 0.94895 -0.05076  -0.366
C 1.52912 0.63386 1.33799  -0.350
C 2.43442 -0.16244 2.15159  -0.169
H 3.28970 -0.54345 1.58823  0.059
H 1.87386 -1.29739 2.45393  -0.062
H 2.68833 0.26173 3.12351  0.055
C 0.34914 1.25393 1.82051  -0.291
C -0.09252 1.18306 3.23748  -0.060
H 0.47653 1.87742 3.88151  0.081
H 0.03947 0.17737 3.67027  0.076
H -1.15312 1.43690 3.35190  0.051
C -0.18821 2.04891 0.77814  -0.295
C -1.25456 3.06734 0.94472  -0.060
H -2.05851 2.70253 1.59450  0.039
H -1.71008 3.32946 -0.01873  0.065
H -0.89146 4.01188 1.39235  0.087
C 2.74042 0.44842 -0.95389  -0.076
H 3.63382 1.10044 -0.94132  0.080
H 2.40438 0.39780 -2.00349  0.050
H 3.07161 -0.56501 -0.67369  0.068
C 0.41898 2.51420 -1.70653  -0.064
H -0.64336 2.73517 -1.89124  0.059
H 0.76038 1.86879 -2.52920  0.063
H 0.97036 3.46879 -1.80833  0.083
C -0.29918 -3.83763 4.07801  -0.237
H -0.23348 -3.74086 5.14274  0.070
C -1.41889 -4.47917 3.51454  -0.181
H -2.11230 -5.07780 4.15402  0.070
C -1.53594 -4.38545 2.10315  -0.153
H -2.39201 -4.92869 1.64063  0.090
C -0.64804 -3.56200 1.35404  -0.150
H -0.86562 -3.37119 0.27848  0.044
C 0.33721 -2.90494 2.14209  -0.484
C 1.63264 -2.29553 1.85220  -0.064
H 1.54446 -2.39717 0.58230  0.042
C -0.82876 -1.23071 -2.59310  -0.310
C 0.23733 -3.18289 -3.07148  -0.115
H 0.94217 -3.99928 -2.75820  0.108
C 0.20055 -2.46475 -4.21908  -0.138
H 0.42660 -2.80478 -5.18963  0.088
N -0.46438 -1.22793 -3.95800  -0.065
C -0.64793 -0.05476 -4.63324  -0.187
C 0.44347 0.36577 -5.37148  -0.193
C 0.30483 1.60366 -6.07050  -0.002
H 1.10583 1.88272 -6.73330  0.103
C -0.83448 2.37598 -5.88163  -0.296
C -1.01969 3.58839 -6.74009  -0.068
H -1.54458 4.36960 -6.20228  0.070
H -1.59762 3.34020 -7.62873  0.078
H -0.05325 3.95716 -7.06481  0.069
C -1.80732 2.03318 -4.94286  0.002
H -2.66677 2.66199 -4.74962  0.110
C -1.70024 0.78676 -4.23496  -0.178
C -2.71490 0.47381 -3.18944  -0.102
H -2.85345 -0.60336 -2.98984  0.066
H -3.70557 0.86796 -3.48958  0.079
H -2.51446 0.96235 -2.20885  0.057
C 1.71936 -0.39416 -5.36303  -0.049
H 1.60426 -1.46112 -5.62470  0.056
H 2.22450 -0.36096 -4.37208  0.096
H 2.39682 0.05073 -6.10320  0.078
C -2.86372 -1.24581 3.65257  -0.019
N -3.48910 -0.07521 3.05651  -0.113
C -4.22519 0.88828 3.74298  -0.029
C -4.63342 1.81668 2.81383  -0.056
N -4.11953 1.38623 1.59172  0.058
C -3.42392 0.22343 1.73518  -0.702
S -2.80725 -0.79093 0.47745  0.594
H -3.26135 -2.16205 3.19966  0.087
H -1.77670 -1.22871 3.48090  0.083
H -3.06044 -1.23708 4.72819  0.096
H -4.39544 0.82197 4.78764  0.112
H -5.22925 2.68316 2.91806  0.100
H -4.25475 1.84280 0.68903  0.162

=====

[4]
Molecular formula: C72H66BaFGeN4O7P3
Method: DFT, wB97M-V/def2-TZVPD

Energy relative to the best compared isomer or geometry (same formula, charge and spin), kJ/mol: 123.7
Largest force on an atom, eV/Å: 6.9
E, a.u.: -6755.37920
Charge: 0

Each line ends with the Löwdin charge.
CARTESIAN COORDINATES (ANGSTROEM)
Ba 0.11788 -0.23620 -0.39721  1.750
F -2.83241 -4.14358 3.05607  -0.307
Ge -1.92190 -2.64927 2.52305  1.026
C -1.64375 -1.80958 4.31828  -0.344
C -2.51723 -2.13156 5.34680  -0.121
C -2.45062 -1.47736 6.56424  -0.069
C -1.51590 -0.47556 6.75447  -0.070
C -0.62945 -0.15457 5.74139  -0.103
C -0.66701 -0.83597 4.52912  -0.432
P 0.55212 -0.52323 3.19405  1.087
C 1.97020 -1.51593 3.82645  -0.373
C 3.08047 -1.61841 2.99420  -0.109
C 4.23046 -2.24938 3.43451  -0.085
C 4.28050 -2.79784 4.70555  -0.082
C 3.17247 -2.71881 5.53086  -0.080
C 2.02059 -2.08738 5.09413  -0.099
C 1.19608 1.13362 3.67175  -0.366
C 0.74471 2.24707 2.96978  -0.114
C 1.18543 3.51378 3.31638  -0.089
C 2.07452 3.68552 4.36406  -0.073
C 2.53391 2.58047 5.06239  -0.072
C 2.10496 1.31237 4.71485  -0.103
C -3.33420 -1.85381 1.31986  -0.258
C -3.97194 -2.73795 0.46942  -0.107
C -4.89512 -2.27568 -0.45306  -0.039
C -5.16246 -0.92264 -0.54194  -0.052
C -4.60186 -0.05318 0.37704  -0.085
C -3.71013 -0.50561 1.34312  -0.361
P -3.37494 0.36048 2.93335  1.157
C -5.15832 0.66319 3.32401  -0.334
C -5.77715 -0.21771 4.20486  -0.093
C -7.10306 -0.04568 4.56346  -0.087
C -7.83195 1.00589 4.03266  -0.091
C -7.22841 1.87814 3.14107  -0.077
C -5.89822 1.71763 2.79622  -0.086
C -2.88362 2.12238 2.75128  -0.359
C -3.01335 2.98322 1.67135  -0.096
C -2.64642 4.31450 1.79104  -0.053
C -2.14123 4.79558 2.98785  -0.089
C -2.01856 3.94912 4.07882  -0.094
C -2.38939 2.62621 3.95449  -0.122
C -0.14921 -3.63442 2.19019  -0.274
C 0.35599 -4.17988 3.36242  -0.114
C 1.61332 -4.75827 3.40334  -0.074
C 2.41792 -4.72928 2.27973  -0.074
C 1.91353 -4.22856 1.09646  -0.105
C 0.60795 -3.75205 1.02081  -0.418
P -0.07526 -3.20362 -0.57214  0.986
C 0.79861 -4.15121 -1.88615  -0.352
C 1.29731 -5.44381 -1.75004  -0.085
C 1.77139 -6.12339 -2.85894  -0.071
C 1.72526 -5.54702 -4.11843  -0.076
C 1.18733 -4.28066 -4.26986  -0.064
C 0.73434 -3.59230 -3.15909  -0.121
C -1.53109 -4.29957 -0.72887  -0.362
C -1.64156 -5.48225 -0.00211  -0.088
C -2.67245 -6.36305 -0.27679  -0.070
C -3.58782 -6.08018 -1.27759  -0.075
C -3.46755 -4.91129 -2.01172  -0.083
C -2.44446 -4.02087 -1.74024  -0.103
H -3.26694 -2.89261 5.18150  0.101
H -3.13328 -1.73350 7.36028  0.106
H -1.47010 0.05284 7.69584  0.106
H 0.08993 0.63571 5.89827  0.097
H 3.02875 -1.18848 1.99778  0.092
H 5.09414 -2.31614 2.78897  0.107
H 5.18312 -3.28066 5.04867  0.104
H 3.20407 -3.14682 6.52175  0.108
H 1.16244 -2.04013 5.74807  0.107
H 0.04932 2.12457 2.15088  0.082
H 0.84458 4.37146 2.75882  0.109
H 2.41379 4.67307 4.63704  0.105
H 3.23754 2.69628 5.87419  0.106
H 2.48642 0.45601 5.25363  0.103
H -3.76576 -3.79616 0.55617  0.091
H -5.38639 -2.96917 -1.11696  0.110
H -5.82344 -0.54430 -1.30538  0.121
H -4.88600 0.98735 0.35073  0.106
H -5.20328 -1.03269 4.62335  0.088
H -7.56898 -0.71468 5.27392  0.101
H -8.86274 1.15441 4.32201  0.100
H -7.79155 2.70432 2.72878  0.104
H -5.43539 2.43274 2.13128  0.093
H -3.40132 2.63702 0.72728  0.086
H -2.75650 4.97412 0.94063  0.109
H -1.85500 5.83424 3.07205  0.103
H -1.63138 4.31218 5.02102  0.107
H -2.31489 1.95924 4.80342  0.088
H -0.24354 -4.15352 4.26442  0.110
H 1.98249 -5.19475 4.31684  0.111
H 3.42314 -5.11933 2.31594  0.112
H 2.52796 -4.21881 0.20816  0.095
H 1.29759 -5.92915 -0.78437  0.104
H 2.16025 -7.12436 -2.74272  0.104
H 2.09258 -6.09301 -4.97539  0.104
H 1.10651 -3.83456 -5.24918  0.112
H 0.28328 -2.61803 -3.28202  0.069
H -0.93443 -5.71933 0.78037  0.106
H -2.75849 -7.27781 0.29054  0.106
H -4.39408 -6.77125 -1.47729  0.103
H -4.17297 -4.68327 -2.79605  0.106
H -2.37488 -3.09489 -2.29222  0.102
O -4.81564 2.43275 -2.71922  0.133
C -3.79137 1.90253 -2.32057  -0.253
C -2.63585 2.54823 -1.62075  -0.310
O -2.30774 3.73254 -1.66072  0.093
C -1.92009 1.46575 -0.95496  -0.432
C -2.35338 0.22988 -1.49476  -0.421
O -1.80456 -0.88466 -1.21616  -0.420
C -3.42545 0.46548 -2.42901  -0.281
O -3.92902 -0.35524 -3.21563  0.050
O -0.99926 1.59333 -0.09263  -0.393
C 2.84376 2.78168 -0.19902  -0.081
N 3.56503 1.58826 0.22691  -0.255
C 4.12084 1.79621 1.55460  -0.092
C 4.64538 1.26462 -0.69642  -0.213
C 4.18481 0.79187 -2.07484  -0.206
N 3.28371 -0.35659 -2.07664  -0.273
C 3.89685 -1.53479 -1.48437  -0.090
C 2.91786 -0.64652 -3.45578  -0.100
H 3.51781 3.64119 -0.35266  0.099
H 2.11285 3.04510 0.56277  0.074
H 2.31690 2.57648 -1.12768  0.064
H 4.83113 2.63557 1.58806  0.096
H 4.64476 0.89943 1.87824  0.079
H 3.31403 1.99261 2.25257  0.054
H 5.25649 0.48417 -0.23667  0.108
H 5.30282 2.14056 -0.86161  0.128
H 5.09716 0.56225 -2.65650  0.127
H 3.66626 1.60670 -2.58419  0.113
H 3.22648 -2.38424 -1.60773  0.071
H 4.05337 -1.37128 -0.42310  0.068
H 4.85868 -1.77998 -1.95638  0.098
H 3.80384 -0.84998 -4.07664  0.097
H 2.38923 0.20133 -3.88538  0.075
H 2.26553 -1.51582 -3.48366  0.059
O -2.88977 -3.47532 -5.50082  -0.042
C -3.41601 -2.36146 -6.19871  -0.241
N -2.89438 -1.18292 -5.58717  0.108
C -1.84425 -0.51641 -6.09267  -0.459
O -1.34976 -0.71027 -7.18643  0.077
C -1.29301 0.50937 -5.14046  -0.093
C -1.34983 1.87560 -5.37735  0.031
C -0.77847 2.73002 -4.44709  -0.020
C -0.14497 2.19147 -3.33826  -0.137
N -0.07238 0.88489 -3.11192  0.007
C -0.65363 0.07678 -3.98655  -0.096
H -3.21064 -4.28194 -5.91324  0.084
H -4.51493 -2.35311 -6.13725  0.131
H -3.10304 -2.36977 -7.25326  0.127
H -3.26672 -0.93933 -4.66226  0.089
H -1.84031 2.25549 -6.26152  0.130
H -0.84428 3.79942 -4.56712  0.116
H 0.31020 2.83172 -2.59440  0.114
H -0.62225 -0.98006 -3.77422  0.105

=====

[5]
Molecular formula: C21H23N5OS
Method: DFT, wB97M-V/def2-TZVPD

Energy relative to the best compared isomer or geometry (same formula, charge and spin), kJ/mol: 17.0
Largest force on an atom, eV/Å: 1.3
E, a.u.: -1561.26850
SMILES: CCCn1c(SCC(=O)N2CCCc3ccccc32)nnc1-c1ccccn1
Charge: 0

Each line ends with the Löwdin charge.
CARTESIAN COORDINATES (ANGSTROEM)
C 0.34687 5.10615 -1.15741  -0.101
C 0.68109 3.71717 -1.68086  -0.234
C 0.77115 2.71112 -0.53263  -0.183
N 1.06677 1.39134 -1.02113  0.003
C 0.16253 0.44255 -1.37939  -0.627
S -1.55265 0.66257 -1.22148  1.016
C -2.14085 -0.91615 -1.92849  -0.320
C -2.97761 -1.68698 -0.91541  -0.510
O -4.18582 -1.72677 -1.03668  0.068
N -2.32613 -2.28665 0.10509  0.005
C -0.89987 -2.32781 0.36626  -0.130
C -0.53256 -1.48697 1.59667  -0.146
C -1.67926 -1.44990 2.62370  -0.116
C -2.66199 -2.57150 2.45092  -0.161
C -3.26743 -3.21310 3.51841  -0.038
C -4.24722 -4.16695 3.29800  -0.089
C -4.63289 -4.48271 2.00661  -0.079
C -4.02563 -3.86504 0.92663  0.001
C -3.04434 -2.91487 1.15387  -0.165
N 0.76904 -0.63542 -1.82310  0.000
N 2.08038 -0.40474 -1.77205  0.082
C 2.27676 0.80467 -1.30109  -0.235
C 3.58858 1.38824 -1.11223  -0.203
C 4.71929 0.61998 -1.40620  -0.004
C 5.96495 1.18952 -1.23042  -0.058
C 6.04726 2.49657 -0.76844  -0.061
C 4.86649 3.17183 -0.50366  -0.134
N 3.66889 2.64178 -0.66923  0.107
H 1.11107 5.44180 -0.46067  0.073
H 0.29293 5.81601 -1.97837  0.072
H -0.61194 5.10040 -0.64414  0.074
H -0.08683 3.39073 -2.38565  0.107
H 1.64089 3.73772 -2.20026  0.105
H -0.18280 2.66351 0.00134  0.107
H 1.57102 3.00458 0.14961  0.114
H -2.79585 -0.65514 -2.76002  0.086
H -1.26239 -1.44928 -2.28465  0.071
H -0.32419 -2.00611 -0.50030  0.082
H -0.64885 -3.37685 0.56235  0.138
H 0.36479 -1.91482 2.04499  0.113
H -0.29213 -0.46657 1.29341  0.084
H -2.23722 -0.51722 2.49013  0.125
H -1.28176 -1.44791 3.63937  0.113
H -2.97901 -2.95513 4.52751  0.109
H -4.71550 -4.65865 4.13764  0.099
H -5.40349 -5.21930 1.83681  0.101
H -4.31472 -4.10464 -0.08361  0.117
H 4.58666 -0.38833 -1.76159  0.108
H 6.86073 0.62697 -1.44952  0.108
H 7.00068 2.97825 -0.61911  0.101
H 4.87210 4.19204 -0.14154  0.108

=====

> Look up the energy relative to the best compared isomer or geometry (same formula, charge and spin) of the third one.

95.4 kJ/mol

=====

> Which value of charge does entry 1 give?

0